Entry 1:
The following is a quantum chemistry calculation of C29H21Cl3N2O2PS3Tc as an isolated structure, from the OMol25 dataset.

HOMO-LUMO gap (alpha / beta) = 6.074 / 6.674 eV
Multiplicity = 4
Highest occupied orbital energy (alpha / beta) = -3.62 / -4.22 eV
Maximum force = 0.63 eV/A
Lowest unoccupied orbital energy (alpha / beta) = 0.0903 / 0.0901 Eh
Energy above the lowest of the compared OMol25 structures with the same formula, charge and spin = 0.000 eV
Net charge = -1
Molecular weight = 761.033 g mol⁻¹

Each line ends with the Mulliken spin population.
Atoms and positions in Å:
Tc1 0.08689 2.01486 1.32117  2.87
Cl1 -1.84614 2.87982 0.20767  0.00
C1 -3.00376 1.57298 0.00672  -0.01
C2 -4.34864 1.88745 0.01318  0.00
C3 -5.27288 0.86987 -0.17455  0.00
C4 -4.83253 -0.43020 -0.37814  0.00
C5 -3.47340 -0.71610 -0.38704  0.01
C6 -2.52693 0.28295 -0.18555  -0.02
P1 -0.70423 0.00849 -0.12571  0.13
C7 -0.61868 -1.83097 -0.26515  0.03
C8 -0.88951 -2.58282 0.88074  0.00
C9 -0.82302 -3.96614 0.85105  0.00
C10 -0.46408 -4.62442 -0.31885  0.01
C11 -0.17565 -3.88657 -1.45567  0.00
C12 -0.25567 -2.49970 -1.43135  0.01
C13 -0.18200 0.46004 -1.83170  -0.12
C14 -1.08462 0.70160 -2.86137  0.02
C15 -0.67238 0.84295 -4.17930  0.00
C16 0.67023 0.66817 -4.47912  0.00
C17 1.59094 0.43584 -3.47338  0.00
C18 1.19417 0.41118 -2.13555  0.02
H1 -4.65808 2.91100 0.17385  0.00
H2 -6.33091 1.09586 -0.16060  0.00
H3 -5.54615 -1.22974 -0.52822  0.00
H4 -3.14369 -1.73395 -0.55682  0.00
H5 -1.11141 -2.07484 1.81034  -0.01
H6 -1.02979 -4.53032 1.75164  0.00
H7 -0.39763 -5.70512 -0.33890  0.00
H8 0.11752 -4.38628 -2.37026  0.00
H9 -0.03460 -1.94627 -2.33420  0.00
H10 -2.14227 0.74344 -2.63710  0.00
H11 -1.39408 1.04471 -4.95934  0.00
H12 1.01147 0.70970 -5.50606  0.00
H13 2.63237 0.27738 -3.72032  0.00
H14 1.72797 0.06110 -0.18778  -0.03
S1 4.49750 3.17089 1.20973  0.08
C19 2.90225 2.77429 1.26897  0.00
S2 1.64614 3.41452 0.23282  -0.02
S3 2.18919 1.57337 2.32250  -0.02
Cl2 3.13720 -2.02113 0.40241  0.00
C20 4.11878 -0.87030 -0.45327  0.01
C21 5.49083 -1.00012 -0.38237  0.00
C22 6.29255 -0.09802 -1.06279  0.00
C23 5.70714 0.93352 -1.77175  0.00
C24 4.32755 1.07723 -1.80577  0.00
Cl3 3.70903 2.49394 -2.57660  0.00
C25 3.48813 0.15726 -1.17209  0.00
N1 2.10165 0.23649 -1.11530  0.03
H15 5.91457 -1.80586 0.19942  0.00
H16 7.36964 -0.18271 -1.01890  0.00
H17 6.31163 1.67929 -2.26754  0.00
O1 -0.38762 -0.78397 3.26653  0.00
C26 -1.04749 0.16645 3.64102  0.02
C27 -1.85197 0.16546 4.93679  0.00
C28 -2.60518 1.48382 4.89653  0.01
C29 -2.06420 2.17295 3.64842  -0.06
O2 -2.39197 3.29227 3.30342  0.00
N2 -1.17956 1.35978 2.98161  0.03
H18 -1.14421 0.10180 5.76427  0.00
H19 -2.48358 -0.72148 4.97559  0.00
H20 -2.43298 2.12674 5.75910  0.00
H21 -3.68383 1.36760 4.78292  0.00

Atoms 1-6, force components in eV/Å:
Tc 0.4592 -0.0094 0.4384
Cl -0.4560 0.2243 -0.3635
C -0.0052 0.0654 0.0179
C -0.0193 0.0052 0.0093
C 0.0496 -0.0358 -0.0132
C 0.0210 0.0323 0.0313


Entry 2:
The following is a quantum chemistry calculation of C31H38ClCuN4O5P2 as an isolated structure at a distorted geometry, from the OMol25 dataset.

HOMO-LUMO gap (alpha / beta) = 7.354 / 7.325 eV
Multiplicity = 2
Highest occupied orbital energy (alpha / beta) = -10.92 / -11.13 eV
Maximum force = 3.33 eV/A
Lowest unoccupied orbital energy (alpha / beta) = -0.1309 / -0.1398 Eh
Energy above the lowest of the compared OMol25 structures with the same formula, charge and spin = 0.000 eV
Net charge = +1
Molecular weight = 707.615 g mol⁻¹

Each line ends with the Mulliken spin population.
Atoms and positions in Å:
Cu1 8.05562 11.81837 9.47728  0.04
C1 7.58939 13.21405 12.72625  0.00
P1 8.74003 12.97664 11.29698  0.03
C2 8.79407 14.80501 10.91742  -0.04
N1 9.35886 15.54942 11.84657  0.00
C3 9.28799 16.91721 11.76843  0.00
C4 9.97901 17.78963 12.67956  0.00
C5 9.84419 19.14055 12.57644  0.00
C6 8.96532 19.75580 11.64220  0.00
C7 8.29559 18.96285 10.74670  0.00
C8 8.44565 17.49841 10.78208  0.00
N2 8.07012 16.73715 9.76357  0.00
C9 8.28893 15.42249 9.72333  0.01
P2 7.86848 14.63712 8.13477  0.00
C10 8.68988 15.68676 6.92006  0.03
C11 6.01405 14.60558 7.88388  0.02
C12 5.26976 14.11791 9.15561  0.00
C13 5.59981 16.02689 7.49480  0.00
C14 5.50751 13.65825 6.80958  0.01
C15 10.34105 12.44769 12.17726  0.01
C16 10.78207 13.17337 13.44753  0.00
C17 10.05313 10.97425 12.51977  0.01
C18 11.50552 12.54206 11.24152  0.00
H1 7.78384 14.05794 13.31732  0.00
H2 7.42257 12.38342 13.40129  0.00
H3 6.67383 13.42705 12.14612  0.00
H4 10.68684 17.34149 13.38196  0.00
H5 10.37183 19.73034 13.29716  0.00
H6 8.78669 20.80252 11.69175  0.00
H7 7.67885 19.43107 9.95897  0.00
H8 8.28539 16.65466 7.16010  0.00
H9 8.47490 15.36449 5.87674  -0.01
H10 9.72471 15.73416 7.06950  0.01
H11 5.44509 14.56822 10.13937  0.00
H12 5.32286 13.00454 9.25690  0.00
H13 4.22810 14.26886 8.93621  0.00
H14 5.82962 16.70016 8.32077  0.00
H15 4.52412 15.93026 7.33670  0.00
H16 6.11934 16.42056 6.56006  0.00
H17 5.68982 12.56399 7.14654  0.00
H18 6.02309 13.75905 5.88911  0.00
H19 4.47892 13.81675 6.59815  0.00
H20 9.90914 13.41994 14.02127  0.00
H21 11.31392 14.08901 13.21379  0.00
H22 11.40782 12.48210 14.00002  0.00
H23 9.32620 10.83970 13.29691  0.00
H24 11.00342 10.41071 12.87099  0.00
H25 9.75903 10.36361 11.67869  0.00
H26 11.81304 13.59666 10.97843  -0.01
H27 10.83664 12.35076 9.32515  0.03
H28 12.39854 12.18304 11.78232  0.00
O1 7.82677 7.85303 8.70081  0.00
Cl1 8.20372 8.87213 9.55001  0.00
O2 7.84073 8.68032 10.96740  0.00
O3 9.61439 9.10108 9.47209  0.00
O4 7.56136 10.11691 8.96364  0.00
N3 11.44122 11.82839 10.00163  0.00
C19 12.06113 10.78248 9.60037  0.00
C20 12.00909 10.36873 8.19213  0.00
C21 13.09953 9.63218 7.79957  0.00
C22 13.17574 9.10005 6.50520  0.00
C23 12.04158 9.16059 5.71865  0.00
C24 10.95911 9.97679 6.12064  0.00
C25 10.97111 10.63112 7.32591  0.00
C26 12.92575 9.99218 10.57135  0.00
C27 14.15583 10.43529 11.00044  0.00
C28 14.70807 9.82478 12.11860  0.00
C29 14.17321 8.69132 12.65990  0.00
C30 13.02760 8.09453 12.07698  0.00
C31 12.41058 8.78941 11.11097  0.00
H29 13.79656 9.31844 8.54223  0.00
H30 13.99503 8.44585 6.31821  0.00
H31 11.92333 8.53918 4.82494  0.00
H32 10.08071 9.91320 5.41578  0.00
H33 10.10809 11.22953 7.60357  -0.01
H34 14.63623 11.32610 10.50813  0.00
H35 15.72736 10.12498 12.47849  0.00
H36 14.59130 8.28570 13.51104  0.00
H37 12.75233 7.11930 12.41427  0.00
H38 11.45723 8.42059 10.72032  0.00
O5 9.86527 13.46092 8.30811  0.40
N4 8.62771 13.17095 8.09743  0.47

Atoms 1-6, force components in eV/Å:
Cu 0.3520 0.7758 0.8120
C -0.9821 -0.8614 -1.6551
P -0.0376 0.3340 1.3052
C 0.9538 -0.0845 -0.4269
N -0.1305 0.8856 0.0757
C -0.4086 -0.0856 0.2664


Entry 3:
The following is a quantum chemistry calculation of a 3-piece molecular cluster, C15H28BBrFN5O5 overall at a distorted geometry, from the OMol25 dataset.

HOMO-LUMO gap = 9.052 eV
Highest occupied orbital energy = -8.90 eV
Maximum force = 5.57 eV/A
Lowest unoccupied orbital energy = 0.0056 Eh
Net charge = 0
Molecular weight = 468.133 g mol⁻¹

Each line ends with the natural charge from an NBO analysis.
Atoms and positions in Å:
C1 1.81240 5.33143 -0.88803  -0.64
C2 1.87657 3.96068 -1.61656  0.21
F1 2.08867 4.27685 -2.97920  -0.37
C3 0.53149 3.16119 -1.56492  0.16
C4 0.29450 2.43832 -2.89996  0.24
N1 0.16143 1.90660 -3.87379  -0.27
O1 -0.50557 4.11442 -1.29377  -0.72
B1 -1.41823 4.23243 -2.35865  1.29
O2 -2.61447 3.49637 -2.23954  -0.91
O3 -1.21879 5.05588 -3.45486  -0.87
C5 0.44888 2.08454 -0.40587  0.06
N2 -0.00882 2.75977 0.82294  -0.80
C6 -0.69646 1.10618 -0.80971  0.28
N3 -1.39451 0.34843 -1.24900  -0.35
C7 1.72641 1.23382 -0.21166  -0.44
C8 1.56974 0.06492 0.79409  -0.43
C9 2.83469 -0.82691 0.97147  -0.43
Br1 4.54941 0.12642 0.81417  -0.05
H1 2.85474 5.71149 -0.86750  0.22
H2 1.36217 5.24380 0.11416  0.24
H3 1.24277 6.02770 -1.53303  0.24
H4 2.76920 3.39185 -1.30629  0.19
H5 -2.79907 3.11855 -3.11364  0.49
H6 -1.90209 4.79862 -4.09323  0.49
H7 0.20887 2.17543 1.63124  0.37
H8 -1.02811 2.74871 0.78759  0.38
H9 2.15802 0.85086 -1.16006  0.24
H10 2.49676 1.92276 0.20167  0.24
H11 0.73289 -0.62306 0.53812  0.23
H12 1.32421 0.47410 1.80038  0.19
H13 2.82077 -1.69987 0.29523  0.22
H14 2.79465 -1.23471 2.00675  0.27
C10 -1.83300 -2.46121 -2.53284  -0.41
N4 -2.90777 -3.40544 -2.78840  -0.43
C11 -3.77090 -3.80192 -1.69211  -0.42
C12 -3.13182 -3.92767 -4.01321  0.53
O4 -4.01430 -4.71996 -4.28607  -0.63
H15 -1.15773 -2.88198 -1.78275  0.19
H16 -2.25254 -1.53207 -2.16008  0.23
H17 -1.27166 -2.25859 -3.44421  0.21
H18 -3.71162 -4.88357 -1.55631  0.21
H19 -4.80343 -3.53946 -1.92971  0.21
H20 -3.46819 -3.30085 -0.77458  0.20
H21 -2.42208 -3.56276 -4.77509  0.10
C13 -0.29940 -2.67936 5.62902  -0.40
N5 0.80882 -3.04229 4.76629  -0.42
C14 1.70868 -4.10533 5.18221  -0.42
C15 1.03188 -2.42663 3.59140  0.53
O5 1.94543 -2.68769 2.82466  -0.64
H22 0.08805 -2.35223 6.59599  0.20
H23 -0.94444 -3.54841 5.77287  0.20
H24 -0.88291 -1.87252 5.18816  0.21
H25 2.72403 -3.71270 5.25456  0.22
H26 1.69768 -4.90156 4.43648  0.22
H27 1.40112 -4.50343 6.14680  0.21
H28 0.29409 -1.63676 3.36884  0.11

Atoms 1-6, force components in eV/Å:
C 0.3900 -0.4790 -0.5999
C 0.0959 0.9474 -0.3951
F 0.0361 -0.2519 0.4726
C -0.0975 0.0282 0.0950
C 1.3070 2.6723 4.7079
N -0.6347 -1.9542 -3.5553


Entry 4:
The following is a quantum chemistry calculation of C25H45N2OP3ReSe as an isolated structure at a distorted geometry, from the OMol25 dataset.

HOMO-LUMO gap (alpha / beta) = 4.622 / 4.541 eV
Multiplicity = 4
Highest occupied orbital energy (alpha / beta) = -18.32 / -18.32 eV
Maximum force = 4.69 eV/A
Lowest unoccupied orbital energy (alpha / beta) = -0.5034 / -0.5063 Eh
Energy above the lowest of the compared OMol25 structures with the same formula, charge and spin = 1.066 eV
Net charge = +4
Molecular weight = 747.737 g mol⁻¹

Each line ends with the Mulliken spin population.
Atoms and positions in Å:
Re1 -0.13636 0.38110 -0.49435  2.53
P1 -1.83395 -1.19655 -0.07666  0.05
P2 1.03424 -0.27768 1.33863  -0.12
P3 1.05037 -1.23330 -1.75644  -0.03
H1 -1.40798 5.13458 -4.14457  0.00
C1 -1.10166 4.09038 -4.31454  0.00
C2 -2.08215 2.96355 -4.46137  0.00
H2 -2.88223 2.98432 -3.66699  0.00
C3 -3.32334 -0.55277 0.76827  0.02
C4 -1.53957 -2.71940 0.94129  0.03
C5 -2.52261 -1.88069 -1.62782  0.02
C6 2.50715 0.81560 1.53892  0.05
C7 0.26585 -0.23140 2.99735  0.04
C8 1.86964 -1.93081 1.49147  0.04
C9 0.71252 -1.16914 -3.56058  0.03
C10 1.03215 -3.08697 -1.58282  0.02
C11 2.84911 -0.85809 -1.70423  0.02
H3 -0.37456 4.06089 -5.14336  0.00
H4 -2.64032 2.76255 -5.38998  0.00
H5 -3.51574 0.47539 0.44400  0.00
H6 -3.18666 -0.56487 1.85561  0.00
H7 -4.19973 -1.17238 0.52527  0.00
H8 -1.32789 -2.46224 1.98557  0.00
H9 -0.71644 -3.33117 0.56105  0.00
H10 -2.45456 -3.33362 0.92187  0.00
H11 -2.53703 -1.09886 -2.39658  0.00
H12 -3.55463 -2.20521 -1.44381  0.00
H13 -1.94604 -2.73124 -2.00561  0.00
H14 3.18031 0.37767 2.28432  0.00
H15 2.20653 1.81640 1.86317  0.00
H16 3.05256 0.91767 0.59080  -0.01
H17 0.73120 -0.98108 3.64632  0.00
H18 -0.80527 -0.44700 2.98443  -0.01
H19 0.40447 0.73883 3.46496  0.00
H20 2.95923 -1.79477 1.41638  0.00
H21 1.57048 -2.65701 0.73895  0.00
H22 1.65923 -2.37376 2.46828  0.00
H23 1.16176 -2.03776 -4.06871  0.00
H24 1.12250 -0.24247 -3.96006  0.00
H25 -0.37049 -1.19041 -3.76158  0.00
H26 1.09517 -3.51528 -2.59366  0.00
H27 0.11719 -3.46335 -1.11173  0.00
H28 1.91504 -3.43082 -1.02313  0.00
H29 3.27602 -1.12202 -2.68214  0.00
H30 3.36543 -1.42311 -0.92091  0.00
H31 3.00444 0.21286 -1.53297  0.00
C12 -0.60399 2.02376 -3.07067  0.05
C13 0.35588 3.12359 -3.06661  -0.01
C14 1.38926 2.82057 -3.95720  0.01
C15 1.13037 1.98575 -5.07894  0.00
C16 -0.10217 1.47380 -5.33001  0.00
C17 -1.23422 1.63794 -4.36700  0.00
O1 -1.08322 1.48907 -2.02486  0.02
H32 0.99728 1.56854 -1.09856  0.02
H33 0.48720 3.61302 -2.07545  0.00
H34 2.36740 3.27890 -3.81142  0.00
H35 1.96794 1.78620 -5.76272  0.00
H36 -0.23212 0.90281 -6.23508  0.00
H37 -1.86337 0.76466 -4.24982  0.00
C18 0.39047 3.59981 3.28636  0.01
N1 -0.90425 2.98495 3.54851  0.01
C19 -1.68276 2.39583 2.58741  0.01
Se1 -1.39419 2.42141 0.74819  0.20
N2 -2.76165 1.88441 3.24795  0.00
C20 -2.64293 2.07450 4.62364  0.00
C21 -3.29438 1.46160 5.72354  0.00
C22 -2.71461 1.64207 6.98573  0.00
C23 -1.51243 2.37984 7.14868  0.00
C24 -0.86982 2.95325 6.04714  0.00
C25 -1.47241 2.79376 4.82011  0.00
H38 0.36603 4.08009 2.31421  -0.01
H39 1.19248 2.85872 3.29249  0.00
H40 0.58487 4.31553 4.06411  0.00
H41 -3.54879 1.38208 2.78633  0.00
H42 -4.19864 0.88578 5.55924  0.00
H43 -3.19828 1.19918 7.87083  0.00
H44 -1.07522 2.49568 8.13779  0.00
H45 0.07706 3.49802 6.10498  0.00

Atoms 1-6, force components in eV/Å:
Re -1.1746 4.3366 -0.1012
P -2.3198 -2.7747 0.6525
P 2.9829 -1.0803 3.4571
P 1.9111 -1.8932 -1.4979
H 0.1953 -0.5813 1.0761
C 0.6201 -0.5125 -2.3909